P:
# C4H15N2S2

A cluster of 2 separate species, C4H15N2S2 in total (ωB97M-V/def2-TZVPD, the Open Molecules 2025 dataset).

Cartesian coordinates (Å):
S: -1.28319 1.07843 1.32294
S: -0.35207 -0.55978 2.15676
N: 0.82862 0.57719 -3.25915
N: -0.27773 -1.99881 -0.79323
C: 0.60188 0.00831 -1.93486
C: 1.38761 -0.01024 2.20420
C: -1.81074 2.05944 2.77401
C: -0.04380 -1.35340 -2.13858
H: 0.58764 -2.01313 -2.72877
H: 2.01078 -0.88717 2.37894
H: -1.69211 3.09459 2.48389
H: -0.05539 0.92777 -3.61723
H: -0.91250 -1.43353 -0.21649
H: 1.55321 -0.12507 -1.41872
H: -2.83129 1.82776 3.04676
H: -1.02298 -1.25099 -2.60560
H: -1.12356 1.83308 3.57893
H: -0.05019 0.61838 -1.29881
H: 1.40770 1.40626 -3.17320
H: 0.57963 -2.02045 -0.23689
H: 1.50875 0.68429 3.02363
H: 1.64517 0.48346 1.26719
H: -0.65547 -2.94642 -0.81571

Calculated values
- net charge = +1

Q:
# C4H15N2S2

A cluster of 2 separate species, C4H15N2S2 in total (ωB97M-V/def2-TZVPD, the Open Molecules 2025 dataset).

Cartesian coordinates (Å):
S: 1.23881 -0.26569 -1.01762
S: 0.10456 1.48284 -1.14956
N: -0.05706 -1.06407 3.11675
N: -2.02704 -0.56376 -0.07288
C: -0.73482 -1.48159 1.86787
C: 0.08516 1.88844 -2.95899
C: 2.90930 0.45570 -0.77875
C: -1.44860 -0.28060 1.32317
H: -0.78714 0.57755 1.19696
H: -0.60880 2.70521 -3.05436
H: -1.73037 0.22949 -0.65859
H: 3.62576 -0.26551 -1.03458
H: -1.52171 -1.39209 -0.48116
H: -1.48467 -2.30059 2.02168
H: -2.28338 0.04176 1.94715
H: -3.00620 -0.67435 -0.04246
H: -0.01859 -1.87107 1.10669
H: 0.09792 -1.94169 3.65345
H: 0.91135 -0.76453 2.98070
H: 2.99386 1.36713 -1.38289
H: -0.35895 1.11252 -3.53292
H: 1.08646 2.21641 -3.31107
H: 3.01415 0.78848 0.26143

Calculated values
- net charge = +1

Which is most stable, and by how much? P, by 23.1 kJ/mol.